82
Properties=species:S:1:pos:R:3:lowdin_charge:R:1 method="wB97M-V/def2-TZVPD" gap_ev=8.75 charge=0 smiles="CCC1=C(CCCC(=O)O)C(=O)C=CC1=O.CCOP(=O)(OCC)OCC.CCOP(=O)(OCC)OCC" e_tot_ha=-2526.5212 lumo_energy_ha=-0.0351
C -6.44239 3.48850 6.57715 -0.09
C -5.17072 2.67407 6.25937 -0.17
C -5.38434 1.22191 5.86193 -0.08
C -4.32010 0.41686 5.70297 -0.11
C -2.88468 0.84013 5.84573 -0.11
C -2.19008 0.90412 4.46445 -0.15
C -2.95402 1.71506 3.40389 -0.08
C -3.77908 0.89683 2.45262 -0.49
O -3.82062 -0.30003 2.39948 0.12
O -4.50200 1.64933 1.54674 0.08
C -4.50809 -1.03791 5.35241 -0.32
O -3.57150 -1.70739 4.96105 0.11
C -5.84516 -1.66752 5.53337 0.03
C -6.88493 -0.85923 5.67943 0.02
C -6.72898 0.62611 5.62114 -0.32
O -7.71902 1.27578 5.33975 0.10
H -7.23674 2.88802 7.00178 0.07
H -6.17654 4.25591 7.30420 0.07
H -6.76844 3.98430 5.66660 0.08
H -4.57949 2.64936 7.17784 0.11
H -4.54853 3.20032 5.53835 0.10
H -2.74537 1.75132 6.41779 0.11
H -2.39409 0.03987 6.40543 0.13
H -1.95611 -0.08518 4.08499 0.10
H -1.23806 1.41677 4.61560 0.11
H -2.24360 2.29389 2.81074 0.13
H -3.62438 2.43134 3.87886 0.11
H -5.41785 1.36227 1.62414 0.11
H -5.92360 -2.74372 5.53653 0.12
H -7.86199 -1.29532 5.83681 0.12
C 4.24658 2.06877 2.17451 -0.08
C 3.19775 1.06263 2.61428 -0.30
O 1.99113 1.19883 1.87767 -0.21
P 1.89225 0.59524 0.34188 0.59
O 2.19095 -0.85046 0.57705 -0.22
O 0.26886 0.50804 0.20115 -0.21
C -0.40118 -0.73329 -0.03219 -0.27
C -0.82085 -1.37680 1.27260 -0.06
O 1.77482 2.11375 -0.32133 -0.18
C 2.83421 2.65140 -1.12262 -0.28
C 3.54521 1.60958 -1.96181 -0.09
H 4.60423 1.83960 1.16513 0.06
H 5.10782 2.05306 2.84374 0.08
H 3.83006 3.07655 2.15801 0.08
H 3.58449 0.04302 2.53366 0.11
H 2.94457 1.23398 3.66146 0.12
H 0.21740 -1.40397 -0.62795 0.10
H -1.28644 -0.50640 -0.62918 0.12
H 0.00614 -1.43854 1.98065 0.08
H -1.21000 -2.38154 1.10225 0.09
H -1.59967 -0.78455 1.75002 0.04
H 3.54260 3.18337 -0.48076 0.10
H 2.38274 3.39756 -1.77817 0.12
H 4.05362 0.87031 -1.32846 0.07
H 4.29758 2.07671 -2.59687 0.09
H 2.83713 1.07088 -2.59559 0.09
C 1.39859 -2.54429 -8.60980 -0.08
C 1.04559 -2.46043 -7.13593 -0.29
O 2.09670 -2.94921 -6.31093 -0.20
P 3.41077 -2.01534 -6.02595 0.55
O 2.87756 -0.73012 -5.49623 -0.23
O 3.99373 -2.73580 -4.68865 -0.20
C 4.12332 -2.02076 -3.46108 -0.29
C 2.88870 -2.18158 -2.59811 -0.07
O 4.46196 -2.91713 -6.92472 -0.18
C 5.01291 -2.41611 -8.15036 -0.28
C 5.27313 -0.92464 -8.13542 -0.09
H 2.19276 -1.83290 -8.85929 0.06
H 0.53433 -2.30909 -9.23189 0.08
H 1.75575 -3.54289 -8.86370 0.08
H 0.78502 -1.43544 -6.85958 0.11
H 0.17527 -3.08472 -6.93266 0.12
H 4.34342 -0.96931 -3.64818 0.09
H 4.98823 -2.43741 -2.94157 0.12
H 1.97215 -1.96495 -3.14824 0.08
H 2.93831 -1.52511 -1.72908 0.04
H 2.80281 -3.21064 -2.24642 0.08
H 4.35562 -2.68657 -8.98143 0.10
H 5.95307 -2.94615 -8.30828 0.12
H 4.33966 -0.35931 -8.02840 0.07
H 5.74783 -0.61001 -9.06440 0.08
H 5.92133 -0.65361 -7.29995 0.09

71
Properties=species:S:1:pos:R:3:mulliken_spin:R:1 method="wB97M-V/def2-TZVPD" gap_ev="7.76 / 7.85" charge=+1 de_lowest_kj_mol=0.0 e_tot_ha=-2708.4726 lumo_energy_ha="-0.1032 / -0.1001" s_squared=2.003 multiplicity=3
Tm 0.06600 -0.34984 0.16614 2.03
C 1.53632 1.32419 0.93979 0.02
C 0.50384 1.15511 1.92772 -0.03
C 1.66302 -0.85317 1.74770 0.00
C 2.25730 0.09068 0.84277 -0.01
C 0.55905 -0.19537 2.40829 0.01
C 1.95667 2.61422 0.33101 0.00
H 1.09965 3.27422 0.16945 0.00
H 2.44717 2.43974 -0.62996 0.00
H 2.67032 3.15045 0.97117 0.00
C 3.46850 -0.14410 0.01941 0.00
H 3.73543 0.76387 -0.53231 0.00
H 3.31621 -0.95294 -0.70622 0.00
H 4.32519 -0.41771 0.64818 0.00
C 2.12052 -2.24675 1.93692 0.00
H 3.08618 -2.26404 2.46771 0.00
H 2.26634 -2.75125 0.97299 0.00
H 1.39695 -2.82372 2.52652 0.00
C -0.34953 -0.81200 3.40758 0.00
H 0.08982 -0.74839 4.40738 0.00
H -0.52735 -1.86983 3.19282 0.00
H -1.31472 -0.29480 3.43806 0.00
C -0.33344 2.25192 2.48243 0.00
H 0.01659 2.54787 3.48570 0.00
H -1.38449 1.94607 2.57327 0.00
H -0.27916 3.14228 1.84673 0.00
C -1.24983 0.71923 -2.59795 0.00
C -1.12287 1.86323 -1.89488 0.00
C -2.11105 2.54635 -1.01336 0.00
C -3.32681 1.69023 -0.48993 0.00
C -3.03542 0.41559 0.20390 0.00
C -2.85454 -0.80471 -0.36964 0.00
C -2.84937 -1.17653 -1.81830 0.00
C -2.50092 -0.06097 -2.84469 0.00
H -2.52267 3.41994 -1.56302 0.00
H -4.00186 1.52175 -1.36265 0.00
H -1.63229 2.97823 -0.11513 0.00
H -3.36802 0.61886 -2.96633 0.00
H -0.36147 0.31948 -3.10291 0.00
H -0.20741 2.44345 -2.02230 0.00
H -2.40763 -0.53946 -3.84793 0.00
H -2.15478 -2.01838 -2.00019 0.00
H -2.90401 -1.66348 0.30694 0.00
H -3.84582 -1.59561 -2.07275 0.00
H -3.91330 2.33320 0.19749 0.00
H -3.14794 0.45494 1.29635 0.00
P -5.58764 0.95378 -2.58649 0.00
C -5.45832 0.90784 -4.40933 0.00
C -6.69362 2.38636 -2.36359 0.00
P -6.87199 -1.12096 -0.64102 0.00
C -6.79155 -0.41239 -2.35748 0.00
C -8.43232 -0.24651 -0.13644 0.00
C -7.80642 -2.62264 -1.19030 0.00
H -5.05675 -0.05959 -4.74373 0.00
H -4.81335 1.72321 -4.76482 0.00
H -6.48228 1.04282 -4.78196 0.00
H -7.47572 2.28665 -3.12716 0.00
H -6.12395 3.31093 -2.52234 0.00
H -7.13260 2.38282 -1.35621 0.00
H -8.71672 -2.30592 -1.71529 0.00
H -8.08161 -3.20592 -0.30415 0.00
H -7.19031 -3.23297 -1.86077 0.00
H -6.54202 -1.20841 -3.08314 0.00
H -7.77747 0.02327 -2.60837 0.00
H -8.77244 -0.70125 0.80089 0.00
H -9.19727 -0.40633 -0.90838 0.00
H -8.26726 0.82809 0.01018 0.00
C 0.74393 -2.21641 -1.17586 -0.01
H 0.30761 -3.14982 -0.77543 0.00
H 1.82668 -2.38459 -1.29273 0.00
H 0.31948 -2.06084 -2.18366 0.00